1.
Entry from the Open Molecules 2025 dataset: 2 unconnected molecules or ions with the total composition H2N2O2S (ωB97M-V/def2-TZVPD).

The geometry in XYZ format:
```
7
H2N2O2S | the Open Molecules 2025 dataset | ωB97M-V/def2-TZVPD
N 0.67359 -1.48486 0.19353
N -0.16015 -0.72967 -0.11642
O 2.72206 0.98087 0.13865
O -0.24211 0.71971 -0.11927
S 3.20044 -0.37020 -0.12202
H -1.08010 -0.95386 -0.48590
H 0.40073 1.35732 0.32968
```

Summary:
Lowest unoccupied orbital energy (spin up / spin down) = -1.16 / -1.12 eV
Charge = 0

2.
Entry from the Open Molecules 2025 dataset: a single C4H11N3O2 molecule (ωB97M-V/def2-TZVPD).

The geometry in XYZ format:
```
20
C4H11N3O2 | the Open Molecules 2025 dataset | ωB97M-V/def2-TZVPD
C 1.42605 0.21447 0.13959
C -2.09835 -0.49000 0.80086
N 0.41035 -0.05811 -0.94624
N 0.13004 -1.42197 -1.22767
N 1.19988 1.38268 0.91913
C -0.76121 0.74834 -0.94392
C -1.85878 0.57821 -0.21526
O 1.45637 -0.89545 0.98738
O 2.62839 0.39053 -0.53452
H 2.54308 -0.14935 -1.34444
H 2.16281 -0.75165 1.62608
H 0.93544 -1.81726 -1.70581
H -0.01405 -1.96216 -0.37440
H 0.23192 1.44935 1.21058
H 1.46863 2.21260 0.40766
H -0.67572 1.60322 -1.60685
H -2.67651 1.27031 -0.37060
H -2.80119 -0.13603 1.55391
H -2.53247 -1.37367 0.33429
H -1.17467 -0.79404 1.29025
```

Summary:
Lowest unoccupied orbital energy = 0.77 eV
Charge = 0
SMILES string = C/C=C\N(N)C(N)(O)O

Ordered ΔE to the lowest compared entry with this formula, charge and spin results: 74.00; 60.13; unit kcal per mole.